# 1
The following is a quantum chemistry calculation of an isolated molecule of C3H7N3O in a non-equilibrium geometry, from the Open Molecules 2025 dataset.

Cartesian coordinates (Å):
C 0.96 -1.47 0.60
N 0.63 -0.45 -0.35
C -0.55 0.03 -0.43
N -1.73 -0.69 -0.22
C -0.42 1.55 -0.47
N 0.90 1.93 -0.07
O -1.28 2.37 -0.66
H 0.79 -2.49 0.27
H 0.37 -1.27 1.52
H 2.02 -1.32 0.85
H -2.54 -0.19 0.11
H -1.99 -1.29 -1.00
H 1.26 1.34 0.67
H 1.58 1.95 -0.82

Properties
multiplicity = 1
E = -9740.627 eV
frontier orbital gap = 8.85 eV

natural (NBO) atomic charges, in units of e: -0.445, -0.437, 0.319, -0.849, 0.623, -0.865, -0.505, 0.201, 0.196, 0.197, 0.393, 0.397, 0.380, 0.395


# 2
The following is a quantum chemistry calculation of an isolated molecule of C3H7N3O in a non-equilibrium geometry, from the Open Molecules 2025 dataset.

Cartesian coordinates (Å):
C 3.01 0.24 0.16
N 1.77 0.27 -0.48
N 1.12 -0.82 0.08
C -0.21 -0.79 -0.03
N -1.21 0.01 -0.35
C -1.35 1.37 0.25
O -2.43 -0.55 0.14
H 3.29 -0.54 1.09
H 3.77 1.06 0.04
H -0.73 -1.69 0.63
H -2.21 1.32 1.15
H -1.82 1.81 -0.65
H -0.35 1.76 0.30
H -3.05 -0.50 -0.73

Properties
multiplicity = 1
E = -9735.708 eV
frontier orbital gap = 9.04 eV

natural (NBO) atomic charges, in units of e: -0.116, -0.290, -0.363, 0.257, -0.182, -0.446, -0.571, 0.187, 0.183, 0.190, 0.239, 0.206, 0.225, 0.481


# 3
The following is a quantum chemistry calculation of an isolated molecule of C3H7N3O in a non-equilibrium geometry, from the Open Molecules 2025 dataset.

Cartesian coordinates (Å):
C 2.80 0.50 0.69
C 1.82 -0.18 0.08
N 0.68 0.43 -0.44
N -0.56 -0.42 -0.22
N -1.51 0.32 0.18
C -2.76 -0.44 0.38
O -1.44 1.53 0.39
H 3.63 0.08 1.04
H 2.77 1.65 0.92
H 1.96 -1.27 -0.03
H 0.45 1.41 -0.11
H -3.37 0.46 0.41
H -2.89 -1.23 -0.36
H -2.70 -0.98 1.40

Properties
multiplicity = 1
E = -9737.688 eV
frontier orbital gap = 9.31 eV

natural (NBO) atomic charges, in units of e: -0.459, -0.018, -0.490, -0.077, 0.289, -0.458, -0.501, 0.192, 0.188, 0.211, 0.409, 0.242, 0.243, 0.230


# 4
The following is a quantum chemistry calculation of an isolated molecule of C3H7N3O in a non-equilibrium geometry, from the Open Molecules 2025 dataset.

Cartesian coordinates (Å):
O 1.56 0.29 -1.36
N 1.10 0.55 0.09
C 1.03 -0.46 0.97
N -0.11 -1.09 1.31
N -1.19 -1.00 0.52
C -1.00 -0.18 -0.59
C -0.19 0.93 -0.26
H 2.51 0.64 -1.17
H 1.68 -0.50 1.96
H -2.14 -1.48 0.92
H -2.18 -0.04 -0.52
H -0.47 -0.86 -1.34
H 0.06 1.72 -1.03
H -0.65 1.45 0.51

Properties
multiplicity = 1
E = -9736.222 eV
frontier orbital gap = 9.20 eV

natural (NBO) atomic charges, in units of e: -0.627, -0.207, 0.023, -0.206, -0.421, -0.271, -0.289, 0.483, 0.198, 0.416, 0.230, 0.220, 0.246, 0.204


# 5
The following is a quantum chemistry calculation of an isolated molecule of C3H7N3O, from the Open Molecules 2025 dataset.

Cartesian coordinates (Å):
H -4.09 -0.50 -0.51
N -3.35 -0.35 0.17
C -2.24 -0.16 -0.43
N -1.09 0.07 0.31
C 0.17 0.12 -0.29
O 0.31 0.07 -1.50
N 1.20 0.25 0.60
C 2.57 0.12 0.16
H -2.06 -0.14 -1.50
H -1.20 0.04 1.31
H 1.00 0.21 1.58
H 2.57 0.14 -0.93
H 3.01 -0.82 0.50
H 3.18 0.95 0.54

Properties
multiplicity = 1
E = -9742.929 eV
frontier orbital gap = 10.40 eV

natural (NBO) atomic charges, in units of e: 0.346, -0.690, 0.281, -0.648, 0.789, -0.649, -0.623, -0.419, 0.191, 0.403, 0.387, 0.244, 0.192, 0.198


# 6
The following is a quantum chemistry calculation of an isolated molecule of C3H7N3O in a non-equilibrium geometry, from the Open Molecules 2025 dataset.

Cartesian coordinates (Å):
N -0.24 -1.51 2.13
N -0.56 -1.64 0.60
C -0.23 -0.64 -0.38
O -0.15 -0.88 -1.55
N 0.28 0.60 0.20
C -0.22 1.73 -0.71
C 0.96 1.06 -1.15
H 0.73 -0.96 2.13
H -0.90 -0.78 2.51
H -0.79 -2.68 0.41
H -0.59 2.56 -0.06
H -0.91 1.26 -1.28
H 1.80 1.54 -0.78
H 0.82 0.34 -2.08

Properties
multiplicity = 1
E = -9737.791 eV
frontier orbital gap = 10.86 eV

natural (NBO) atomic charges, in units of e: -0.632, -0.527, 0.762, -0.638, -0.485, -0.269, -0.279, 0.365, 0.352, 0.418, 0.233, 0.191, 0.204, 0.307


# 7
The following is a quantum chemistry calculation of a cluster of 2 separate species, C3H7N3O in total, from the Open Molecules 2025 dataset.

Cartesian coordinates (Å):
C 1.82 0.98 -0.55
N 1.73 -0.43 -0.81
C 1.11 -1.29 -0.23
N 0.49 -2.27 0.23
C -1.30 0.17 0.24
O -1.92 -0.94 0.64
N -2.19 1.16 0.18
H 2.55 1.18 0.24
H 0.83 1.34 -0.23
H 2.14 1.50 -1.45
H -1.23 -1.64 0.61
H 1.02 -2.87 0.85
H -1.88 2.07 -0.13
H -3.17 1.04 0.40

Properties
multiplicity = 1
E = -9740.423 eV
frontier orbital gap = 9.67 eV

natural (NBO) atomic charges, in units of e: -0.423, -0.474, 0.695, -0.829, 0.254, -0.717, -0.815, 0.200, 0.220, 0.201, 0.523, 0.396, 0.393, 0.378


# 8
The following is a quantum chemistry calculation of a structure of composition C3H7N3O in a non-equilibrium geometry, from the Open Molecules 2025 dataset.

Cartesian coordinates (Å):
C -1.22 -1.79 0.59
C 1.44 -1.19 0.10
C -0.79 1.38 0.18
N -1.66 -0.83 -0.16
N 0.30 -0.69 0.66
N -0.49 0.01 -0.28
O -1.44 -2.74 1.22
H 2.30 -0.50 0.18
H 1.99 -2.05 0.61
H 1.28 -1.59 -0.87
H -0.79 1.51 1.24
H -0.15 2.21 -0.07
H -1.78 1.86 -0.22
H -2.47 -1.00 -0.79

Properties
multiplicity = 1
E = -9737.792 eV
frontier orbital gap = 9.39 eV

natural (NBO) atomic charges, in units of e: 0.835, -0.440, -0.450, -0.500, -0.427, -0.134, -0.502, 0.191, 0.216, 0.175, 0.200, 0.219, 0.200, 0.418


# 9
The following is a quantum chemistry calculation of the ion C3H7N3O with charge +2 in a non-equilibrium geometry, from the Open Molecules 2025 dataset.

Cartesian coordinates (Å):
C 2.83 -0.41 -0.24
C 1.41 -0.45 -0.34
N 0.23 -0.45 -0.37
N -1.01 -0.58 -0.72
N -2.07 -0.01 -0.12
C -1.78 0.92 0.90
O -3.16 -0.22 -0.46
H 3.24 0.31 0.38
H 3.32 -0.36 -1.32
H 3.23 -1.36 0.23
H -1.20 -1.08 -1.66
H -2.69 1.41 1.41
H -1.17 1.87 0.61
H -1.19 0.42 1.70

Properties
multiplicity = 1
E = -9716.978 eV
frontier orbital gap (spin up / spin down) = 10.08 / 10.08 eV
net charge = +2

natural (NBO) atomic charges, in units of e: -0.817, 0.786, -0.149, -0.205, 0.468, -0.583, -0.039, 0.346, 0.375, 0.358, 0.497, 0.346, 0.325, 0.292


# 10
The following is a quantum chemistry calculation of the ion C3H7N3O with charge +2 in a non-equilibrium geometry, from the Open Molecules 2025 dataset.

Cartesian coordinates (Å):
C 1.17 -0.43 -0.12
C -1.96 0.70 0.58
C 0.07 0.51 -0.87
N 1.14 -0.36 1.12
N 1.90 -1.09 -1.00
N -2.88 0.82 1.40
O -1.18 0.51 -0.29
H 0.50 1.52 -0.87
H -0.05 0.13 -1.89
H 1.77 -0.77 1.79
H 1.85 -1.00 -2.00
H 2.67 -1.66 -0.65
H -2.89 0.32 2.31
H -3.71 1.41 1.24

Properties
multiplicity = 1
E = -9718.712 eV
frontier orbital gap (spin up / spin down) = 5.89 / 5.90 eV
net charge = +2

natural (NBO) atomic charges, in units of e: 0.470, 1.120, -0.159, -0.693, -0.769, -0.698, -0.215, 0.289, 0.274, 0.431, 0.431, 0.448, 0.538, 0.532


# 11
The following is a quantum chemistry calculation of a structure of composition C3H7N3O2 in a non-equilibrium geometry, from the Open Molecules 2025 dataset.

Cartesian coordinates (Å):
C -1.00 -0.72 0.31
N 0.13 -0.50 1.24
N -0.70 0.34 -0.62
C 0.40 0.12 -1.60
N 1.36 -0.63 -1.05
C 0.09 1.13 1.18
O 0.38 0.82 -2.60
O -0.49 1.74 2.03
H 0.02 -0.90 2.16
H -1.45 0.90 -1.01
H 1.06 -0.83 0.38
H 2.16 -0.68 -1.66
H -1.97 -0.58 0.79
H -0.92 -1.71 -0.14
H 0.93 1.49 0.58

Properties
multiplicity = 1
E = -11788.077 eV
frontier orbital gap = 9.86 eV

natural (NBO) atomic charges, in units of e: -0.060, -0.704, -0.667, 0.751, -0.954, 0.568, -0.661, -0.540, 0.409, 0.421, 0.468, 0.391, 0.209, 0.206, 0.162


# 12
The following is a quantum chemistry calculation of an isolated molecule of C3H7N3O2 in a non-equilibrium geometry, from the Open Molecules 2025 dataset.

Cartesian coordinates (Å):
H 2.82 1.52 0.58
N 2.09 0.78 0.32
C 1.19 1.42 -0.27
N 0.00 0.72 -0.42
C -0.09 -0.49 -0.13
N 0.55 -1.63 -0.09
O 2.02 -1.78 -0.13
O -1.39 -0.87 -0.05
C -2.42 0.14 0.14
H 1.13 2.43 -0.58
H -0.06 -2.54 -0.15
H 2.30 -0.93 0.21
H -2.51 0.76 -0.72
H -2.10 0.75 1.09
H -3.53 -0.28 0.20

Properties
multiplicity = 1
E = -11785.765 eV
frontier orbital gap = 9.72 eV

natural (NBO) atomic charges, in units of e: 0.345, -0.749, 0.304, -0.635, 0.705, -0.326, -0.547, -0.534, -0.258, 0.173, 0.437, 0.496, 0.193, 0.196, 0.201


# 13
The following is a quantum chemistry calculation of a cluster of 2 separate species, C3H7N3O2 in total in a non-equilibrium geometry, from the Open Molecules 2025 dataset.

Cartesian coordinates (Å):
C -1.54 1.32 1.15
C -0.37 0.70 1.11
C 0.68 1.07 0.12
N 1.76 0.25 0.15
O 0.54 1.99 -0.67
H -2.32 1.05 1.85
H -1.74 2.14 0.47
H -0.17 -0.17 1.73
H 1.61 -0.93 0.42
H 2.50 0.52 -0.49
N -0.55 -1.50 -1.48
N 0.69 -1.77 -1.22
O 0.89 -2.15 -0.01
H -1.24 -1.41 -0.74
H -0.73 -1.11 -2.39

Properties
multiplicity = 1
E = -11786.471 eV
frontier orbital gap = 8.98 eV

natural (NBO) atomic charges, in units of e: -0.327, -0.319, 0.605, -0.863, -0.646, 0.197, 0.218, 0.208, 0.442, 0.393, -0.509, 0.282, -0.488, 0.398, 0.408


# 14
The following is a quantum chemistry calculation of a cluster of 2 separate species, C3H7N3O2 in total in a non-equilibrium geometry, from the Open Molecules 2025 dataset.

Cartesian coordinates (Å):
C -1.23 -0.01 0.58
C 1.03 1.07 0.73
C 1.35 1.32 -0.81
H -1.84 -3.03 -0.98
H -0.14 -2.34 0.45
H -1.88 0.79 0.71
H 0.56 -0.98 0.84
H 0.68 2.20 0.87
H 1.98 0.71 1.37
H 0.01 0.07 -1.38
N -1.29 -1.98 -0.60
N -2.00 -0.93 -0.02
N 0.03 0.02 0.92
O 0.40 0.90 -1.83
O 2.34 2.18 -0.87

Properties
multiplicity = 1
E = -11782.904 eV
frontier orbital gap = 7.88 eV

natural (NBO) atomic charges, in units of e: 0.198, -0.326, 0.744, 0.417, 0.149, 0.196, 0.386, 0.265, 0.262, 0.507, -0.625, -0.306, -0.629, -0.667, -0.573


# 15
The following is a quantum chemistry calculation of an isolated molecule of C3H7N3O2 in a non-equilibrium geometry, from the Open Molecules 2025 dataset.

Cartesian coordinates (Å):
H -1.25 0.33 1.03
N -1.28 0.54 0.01
C -0.15 0.51 -0.52
N 1.03 -0.03 0.01
C 1.35 -1.04 0.91
N 0.69 -1.65 1.82
O -0.57 -1.23 2.07
O 0.10 0.91 -1.76
C -0.85 1.78 -2.35
H 1.79 0.25 -0.55
H 2.33 -1.56 0.74
H -0.93 -1.81 2.77
H -0.53 2.00 -3.40
H -1.73 1.17 -2.40
H -1.08 2.66 -1.74

Properties
multiplicity = 1
E = -11787.415 eV
frontier orbital gap = 9.58 eV

natural (NBO) atomic charges, in units of e: 0.385, -0.753, 0.691, -0.659, 0.194, -0.188, -0.583, -0.515, -0.259, 0.404, 0.203, 0.488, 0.196, 0.200, 0.196


# 16
The following is a quantum chemistry calculation of a structure of composition C3H7N3O2 in a non-equilibrium geometry, from the Open Molecules 2025 dataset.

Cartesian coordinates (Å):
C -1.66 1.55 0.25
C -1.51 -0.83 -0.34
C 0.93 -0.43 0.42
H -2.78 1.67 0.11
H -1.34 2.63 -0.23
H -1.44 1.49 1.60
H -0.76 -1.56 -0.51
H 0.16 -0.77 1.34
H 2.55 -1.65 0.10
H 2.41 0.76 -0.95
N -0.90 0.37 -0.27
N 0.46 0.37 -0.27
N 2.21 -0.55 0.42
O -2.69 -1.06 -0.02
O 2.98 0.37 -0.30

Properties
multiplicity = 1
E = -11783.072 eV
frontier orbital gap = 9.60 eV

natural (NBO) atomic charges, in units of e: -0.441, 0.491, 0.226, 0.257, 0.231, 0.185, 0.118, 0.194, 0.367, 0.474, -0.294, -0.347, -0.317, -0.610, -0.534


# 17
The following is a quantum chemistry calculation of an isolated molecule of C3H7N3O3 in a non-equilibrium geometry, from the Open Molecules 2025 dataset.

Cartesian coordinates (Å):
C 0.80 1.78 -1.33
N -0.06 0.60 -1.28
O -1.25 0.81 -2.01
C -0.41 0.11 0.23
O -1.23 0.72 0.85
N 0.23 -1.02 0.14
C 0.44 -1.96 1.18
N -0.26 -1.72 2.33
O 1.18 -2.90 1.03
H 1.73 1.54 -0.82
H 0.31 2.61 -0.82
H 1.00 2.04 -2.37
H 0.44 -0.50 -1.26
H -1.86 1.23 -1.37
H -0.19 -2.40 3.07
H -0.86 -0.92 2.44

Properties
multiplicity = 1
E = -13835.292 eV
frontier orbital gap = 10.61 eV

natural (NBO) atomic charges, in units of e: -0.435, -0.214, -0.539, 0.768, -0.631, -0.735, 0.781, -0.844, -0.607, 0.228, 0.215, 0.224, 0.493, 0.482, 0.406, 0.410


# 18
The following is a quantum chemistry calculation of a structure of composition C3H7N3O4 in a non-equilibrium geometry, from the Open Molecules 2025 dataset.

Cartesian coordinates (Å):
C 1.02 -0.35 0.11
C 0.42 0.87 -0.61
C -0.17 -1.24 0.60
H 2.23 -0.39 1.71
H 1.00 0.74 1.88
H 1.70 -1.23 -0.40
H 1.15 1.82 -0.86
H -0.32 1.47 0.18
H -1.78 -0.78 -1.96
H -0.99 -2.12 2.10
N 1.70 0.21 1.25
N -0.51 0.99 -1.82
N -1.78 1.51 -1.35
O -0.84 -0.29 -2.55
O -1.53 2.07 -0.33
O -0.13 -1.48 2.05
O -1.17 -1.79 0.01

Properties
multiplicity = 1
E = -15876.681 eV
frontier orbital gap = 9.41 eV

natural (NBO) atomic charges, in units of e: -0.162, -0.348, 0.778, 0.367, 0.376, 0.251, 0.251, 0.274, 0.486, 0.505, -0.798, -0.020, 0.273, -0.566, -0.318, -0.721, -0.628


# 19
The following is a quantum chemistry calculation of an isolated molecule of C3H7N3OS in a non-equilibrium geometry, from the Open Molecules 2025 dataset.

Cartesian coordinates (Å):
H -2.70 -1.24 0.78
N -3.03 -0.23 0.72
C -2.56 0.39 -0.25
N -1.44 0.09 -1.05
S -0.34 -1.24 -0.72
C 0.70 -0.47 0.64
C 1.39 0.81 0.06
N 2.53 0.70 -0.45
O 3.04 -0.73 -0.04
H -3.10 1.29 -0.45
H -1.12 1.05 -1.57
H 0.17 -0.38 1.68
H 1.49 -1.23 0.78
H 0.91 1.83 -0.16
H 4.06 -0.65 0.02

Properties
multiplicity = 1
E = -20573.491 eV
frontier orbital gap = 9.88 eV

natural (NBO) atomic charges, in units of e: 0.340, -0.685, 0.264, -0.817, 0.432, -0.624, 0.040, -0.100, -0.667, 0.169, 0.404, 0.247, 0.288, 0.221, 0.487


# 20
The following is a quantum chemistry calculation of a structure of composition C3H7N3OS in a non-equilibrium geometry, from the Open Molecules 2025 dataset.

Cartesian coordinates (Å):
C 1.01 1.08 -0.49
C -0.47 1.05 0.03
C -0.83 -0.53 2.10
H 1.13 -0.21 -0.96
H 1.05 1.82 -1.28
H 2.00 1.05 0.39
H -1.59 -0.71 2.71
H 0.84 -2.33 0.32
H 0.27 -0.41 -1.62
H -1.22 -0.24 -2.51
N -0.03 -1.38 1.61
N -1.39 0.62 -0.75
N -0.69 0.31 -1.97
O 0.93 -1.32 0.67
S -1.00 1.21 1.76

Properties
multiplicity = 1
E = -20569.637 eV
frontier orbital gap = 9.34 eV

natural (NBO) atomic charges, in units of e: -0.596, 0.060, -0.069, 0.168, 0.240, 0.250, 0.196, 0.503, 0.287, 0.343, -0.168, -0.243, -0.626, -0.537, 0.192